1.
{"formula": "C36H51N4STl", "method": "ωB97M-V/def2-TZVPD", "molar_mass_g_mol": 776.28, "de_lowest_kcal_mol": 4.0, "symbols": ["Tl", "C", "C", "C", "C", "C", "C", "C", "C", "C", "C", "C", "C", "N", "C", "C", "C", "C", "C", "C", "C", "N", "C", "C", "C", "C", "C", "C", "C", "C", "C", "C", "C", "C", "H", "H", "H", "H", "H", "H", "H", "H", "H", "H", "H", "H", "H", "H", "H", "H", "H", "H", "H", "H", "H", "H", "H", "H", "H", "H", "H", "H", "H", "H", "H", "H", "H", "H", "H", "H", "H", "H", "H", "C", "C", "N", "C", "S", "N", "C", "C", "H", "H", "H", "H", "H", "H", "H", "H", "H", "H", "H", "H"], "xyz": [[0.346, 0.101, 1.170], [1.406, 3.861, 2.544], [0.530, 3.961, 1.298], [-0.170, 5.321, 1.224], [1.323, 3.705, 0.032], [2.410, 4.511, -0.284], [3.119, 4.324, -1.460], [2.755, 3.301, -2.318], [1.683, 2.455, -2.038], [1.415, 1.315, -3.014], [0.411, 1.701, -4.102], [1.062, -0.046, -2.409], [0.954, 2.704, -0.871], [-0.155, 1.879, -0.541], [-1.273, 2.094, -1.119], [-2.489, 1.321, -0.965], [-3.419, 1.483, -2.007], [-4.634, 0.845, -2.019], [-4.946, 0.030, -0.923], [-4.076, -0.124, 0.125], [-2.796, 0.504, 0.160], [-1.969, 0.352, 1.229], [-2.612, -0.024, 2.437], [-3.304, 0.966, 3.161], [-3.949, 0.624, 4.341], [-3.902, -0.670, 4.835], [-3.197, -1.631, 4.134], [-2.555, -1.334, 2.933], [-1.860, -2.458, 2.190], [-0.701, -3.036, 3.001], [-2.837, -3.571, 1.802], [-3.332, 2.408, 2.690], [-4.743, 2.860, 2.314], [-2.724, 3.338, 3.741], [0.798, 3.937, 3.448], [2.142, 4.667, 2.573], [1.946, 2.912, 2.578], [-0.251, 3.202, 1.378], [0.559, 6.135, 1.256], [-0.853, 5.449, 2.064], [-0.742, 5.425, 0.301], [2.698, 5.302, 0.399], [3.961, 4.960, -1.697], [3.325, 3.130, -3.225], [2.378, 1.172, -3.516], [-0.592, 1.815, -3.687], [0.363, 0.925, -4.869], [0.687, 2.640, -4.583], [0.008, -0.137, -2.144], [1.652, -0.266, -1.518], [1.277, -0.827, -3.142], [-1.340, 2.926, -1.832], [-3.151, 2.144, -2.824], [-5.327, 0.978, -2.837], [-5.896, -0.491, -0.894], [-4.356, -0.749, 0.962], [-4.489, 1.387, 4.889], [-4.406, -0.923, 5.759], [-3.158, -2.645, 4.515], [-1.474, -2.049, 1.252], [-1.076, -3.484, 3.925], [0.022, -2.268, 3.284], [-0.172, -3.806, 2.440], [-3.238, -4.071, 2.686], [-2.330, -4.323, 1.194], [-3.679, -3.180, 1.228], [-2.709, 2.477, 1.796], [-5.392, 2.885, 3.193], [-5.190, 2.187, 1.581], [-4.725, 3.865, 1.887], [-3.310, 3.335, 4.663], [-2.694, 4.365, 3.373], [-1.706, 3.033, 3.995], [4.296, -0.846, 0.613], [3.929, -2.321, 0.610], [3.556, -2.785, -0.722], [2.306, -3.040, -1.147], [0.944, -2.982, -0.153], [2.170, -3.383, -2.454], [3.240, -3.805, -3.345], [3.732, -5.220, -3.072], [4.602, -0.528, 1.610], [3.443, -0.240, 0.315], [5.122, -0.639, -0.071], [3.086, -2.520, 1.268], [4.769, -2.931, 0.949], [4.296, -2.811, -1.403], [1.235, -3.693, -2.667], [4.064, -3.091, -3.295], [2.857, -3.714, -4.362], [4.125, -5.309, -2.059], [4.521, -5.496, -3.771], [2.916, -5.935, -3.178]], "atomic_forces_ev_per_a": [[0.29, 0.06, 0.34], [0.06, 0.02, 0.06], [-0.08, 0.01, -0.02], [0.02, 0.01, 0.01], [0.05, 0.18, 0.00], [0.03, -0.01, -0.03], [-0.05, -0.02, 0.06], [0.02, -0.09, 0.02], [0.13, -0.04, -0.03], [0.13, 0.04, -0.05], [-0.09, 0.04, 0.00], [-0.02, 0.05, -0.04], [-0.25, -0.14, 0.04], [0.01, -0.06, -0.13], [-0.14, -0.13, 0.01], [0.30, 0.26, -0.09], [-0.10, 0.00, 0.01], [0.08, 0.02, 0.03], [-0.03, -0.02, 0.00], [-0.01, 0.04, 0.01], [-0.07, -0.17, 0.15], [-0.34, 0.00, -0.37], [0.11, -0.07, 0.06], [0.05, 0.07, 0.02], [0.00, 0.00, 0.05], [0.04, 0.01, -0.06], [0.00, 0.01, 0.02], [-0.07, -0.09, 0.07], [0.00, 0.03, -0.12], [0.01, 0.01, 0.12], [-0.05, -0.02, 0.01], [0.04, 0.06, -0.04], [-0.05, -0.02, 0.01], [0.04, 0.00, 0.02], [-0.03, 0.02, 0.00], [0.02, -0.02, 0.00], [-0.02, 0.01, -0.01], [0.03, -0.03, -0.03], [0.00, 0.00, -0.02], [-0.01, 0.01, 0.06], [-0.01, -0.03, 0.00], [0.02, 0.02, 0.00], [0.01, 0.02, 0.00], [0.01, 0.01, 0.00], [-0.02, 0.02, -0.03], [0.01, -0.02, -0.02], [0.00, -0.02, 0.00], [0.01, 0.01, 0.00], [-0.01, 0.03, 0.01], [0.06, 0.02, 0.02], [-0.02, 0.01, 0.02], [0.00, -0.05, -0.01], [0.00, 0.00, -0.02], [-0.01, -0.01, -0.01], [-0.01, 0.00, 0.00], [-0.03, 0.00, -0.02], [0.00, -0.01, 0.01], [-0.01, 0.00, 0.01], [0.00, -0.01, 0.01], [0.04, 0.00, 0.02], [0.01, -0.01, 0.00], [-0.01, 0.01, -0.04], [-0.01, -0.02, -0.04], [0.00, 0.00, 0.01], [0.01, -0.01, -0.01], [0.02, 0.02, -0.01], [-0.02, -0.03, 0.03], [-0.01, -0.02, 0.00], [0.01, 0.00, -0.01], [0.01, 0.02, 0.01], [0.00, 0.00, 0.00], [0.00, 0.03, -0.02], [-0.01, 0.00, -0.02], [0.05, 0.00, 0.02], [-0.05, -0.02, -0.05], [-0.08, 0.04, -0.01], [0.03, -0.12, 0.07], [0.06, -0.01, -0.16], [-0.02, -0.05, 0.17], [-0.05, 0.10, -0.02], [0.03, -0.04, 0.01], [-0.01, -0.03, 0.01], [-0.07, 0.05, -0.03], [0.00, -0.01, 0.00], [0.00, 0.03, -0.03], [0.02, 0.01, 0.01], [0.02, -0.01, -0.01], [0.01, 0.06, -0.05], [0.01, 0.04, 0.01], [-0.02, -0.07, 0.00], [-0.01, 0.00, 0.01], [0.01, 0.01, -0.01], [-0.01, 0.00, 0.00]]}

---

2.
{"formula": "C3H5BCl2O2", "method": "ωB97M-V/def2-TZVPD", "molar_mass_g_mol": 154.79, "de_lowest_kcal_mol": 0.0, "smiles": "OB(O)[C@H]1[C@H](Cl)[C@@H]1Cl", "symbols": ["B", "C", "C", "C", "O", "O", "Cl", "Cl", "H", "H", "H", "H", "H"], "xyz": [[-0.501, 1.162, 0.292], [0.324, -0.170, 0.499], [0.798, -0.816, -0.829], [-0.092, -1.603, 0.042], [-0.037, 2.223, 0.928], [-1.622, 1.005, -0.406], [2.433, -1.303, -1.061], [0.562, -3.038, 0.917], [1.223, -0.206, 1.063], [0.464, -0.305, -1.717], [-1.041, -1.882, -0.354], [-0.418, 3.146, 0.923], [-2.093, 1.787, -0.296]], "atomic_forces_ev_per_a": [[1.15, -3.00, 1.04], [0.31, -1.20, -1.76], [-0.31, 0.61, 0.00], [0.78, 0.31, 0.56], [0.23, 3.41, 0.94], [-0.13, -1.28, -0.97], [0.89, -0.09, 0.02], [-0.26, 0.92, -0.40], [0.21, 0.14, 1.27], [-0.54, -0.51, -0.25], [-0.75, 0.35, 0.10], [0.43, -1.83, -0.27], [-1.99, 2.17, -0.29]]}

---

3.
{"formula": "C28H29FN4O2S", "method": "ωB97M-V/def2-TZVPD", "molar_mass_g_mol": 504.63, "de_lowest_kcal_mol": 0.0, "smiles": "Cc1ccc(CSC[C@H]2Nc3ccc(C(=O)N4CCN(c5ccc(F)cc5)CC4)cc3NC2=O)cc1", "symbols": ["C", "C", "C", "C", "C", "C", "C", "H", "H", "C", "H", "H", "S", "C", "H", "H", "C", "N", "C", "C", "C", "C", "C", "C", "N", "C", "O", "H", "H", "C", "O", "N", "C", "H", "C", "N", "C", "C", "C", "C", "C", "C", "H", "H", "F", "H", "H", "C", "H", "C", "H", "H", "H", "H", "H", "H", "H", "H", "H", "H", "H", "H", "H", "H", "H"], "xyz": [[2.402, 1.561, -1.599], [3.226, 0.963, -0.503], [3.343, 1.583, 0.735], [4.154, 1.054, 1.720], [4.886, -0.104, 1.487], [4.751, -0.741, 0.258], [3.928, -0.215, -0.720], [3.833, -0.719, -1.670], [5.316, -1.641, 0.054], [5.772, -0.659, 2.550], [6.320, 0.127, 3.068], [6.473, -1.398, 2.162], [4.807, -1.476, 3.884], [4.116, -2.876, 2.935], [4.772, -3.739, 3.046], [4.076, -2.561, 1.891], [2.698, -3.213, 3.425], [1.807, -2.081, 3.354], [1.305, -1.707, 2.130], [0.860, -0.417, 1.864], [0.270, -0.113, 0.653], [0.124, -1.088, -0.327], [0.584, -2.377, -0.080], [1.150, -2.692, 1.141], [1.546, -3.997, 1.439], [2.209, -4.372, 2.558], [2.457, -5.530, 2.809], [1.280, -4.731, 0.795], [0.484, -3.137, -0.841], [-0.429, -0.762, -1.676], [0.277, -0.775, -2.672], [-1.744, -0.457, -1.736], [-2.675, -0.441, -0.637], [-2.179, -0.759, 0.280], [-3.271, 0.963, -0.464], [-3.880, 1.366, -1.711], [-4.946, 2.256, -1.722], [-5.731, 2.376, -2.875], [-6.830, 3.209, -2.909], [-7.165, 3.929, -1.776], [-6.419, 3.829, -0.619], [-5.313, 3.000, -0.597], [-4.726, 2.952, 0.307], [-6.697, 4.404, 0.251], [-8.244, 4.744, -1.803], [-7.433, 3.297, -3.798], [-5.492, 1.795, -3.751], [-2.918, 1.376, -2.796], [-3.392, 1.710, -3.716], [-2.341, -0.027, -2.981], [-1.565, -0.034, -3.748], [-3.140, -0.723, -3.260], [-2.092, 2.068, -2.563], [-4.031, 0.920, 0.315], [-2.475, 1.660, -0.153], [-3.491, -1.139, -0.863], [-0.064, 0.895, 0.461], [0.980, 0.345, 2.620], [2.082, -1.317, 3.959], [2.749, -3.554, 4.465], [4.235, 1.545, 2.679], [2.799, 2.497, 0.928], [1.716, 2.310, -1.210], [3.054, 2.045, -2.327], [1.839, 0.791, -2.121]], "atomic_forces_ev_per_a": [[0.03, -0.03, -0.08], [0.06, -0.02, 0.00], [0.09, 0.00, 0.01], [0.09, -0.04, -0.06], [0.01, 0.01, -0.13], [0.12, 0.08, 0.12], [-0.12, 0.08, -0.02], [-0.03, -0.06, -0.13], [0.05, -0.08, 0.01], [-0.28, -0.31, 0.40], [0.09, -0.04, -0.05], [0.07, 0.14, -0.03], [0.10, -0.20, -0.11], [0.30, 0.29, 0.30], [-0.07, -0.02, -0.11], [-0.05, -0.09, -0.03], [0.41, -0.08, 0.03], [-0.26, -0.05, 0.45], [-0.22, 0.04, -0.41], [0.04, -0.20, -0.03], [-0.05, -0.17, -0.14], [0.24, 0.00, 0.14], [-0.01, 0.21, 0.08], [0.00, 0.45, 0.06], [-0.31, -0.14, -0.47], [0.07, 0.05, 0.47], [0.14, -0.13, 0.11], [0.10, 0.01, 0.19], [0.02, -0.11, -0.11], [0.05, -0.09, 0.13], [0.23, -0.14, -0.20], [-0.25, 0.09, -0.11], [-0.18, 0.16, 0.46], [-0.10, 0.01, -0.11], [-0.06, -0.33, 0.00], [0.23, -0.37, 0.05], [-0.38, 0.31, 0.06], [0.11, 0.04, 0.11], [-0.11, 0.21, 0.14], [0.11, -0.05, 0.10], [-0.34, 0.14, -0.24], [0.22, -0.15, -0.16], [0.08, -0.03, 0.07], [-0.05, 0.07, 0.07], [0.06, -0.05, -0.01], [-0.08, 0.02, -0.08], [0.01, -0.09, -0.06], [0.05, -0.22, -0.15], [0.03, 0.00, 0.03], [0.18, 0.32, -0.36], [-0.13, -0.01, 0.07], [0.02, 0.05, -0.01], [-0.01, 0.00, -0.07], [0.04, 0.03, 0.00], [-0.03, 0.01, 0.06], [0.03, 0.06, 0.08], [-0.05, 0.15, -0.03], [0.04, 0.10, 0.09], [0.00, -0.06, -0.14], [-0.08, -0.09, -0.24], [0.00, 0.07, 0.11], [-0.08, 0.11, 0.00], [-0.09, 0.08, 0.00], [-0.01, 0.09, -0.06], [-0.07, 0.01, -0.05]]}